ORCA calculation (ωB97M-V/def2-TZVPD) on a molecular structure, C36H72O9.

The HOMO energy is -0.2442 Eh. As for the calculated total energy: -56888.747 eV. The calculation puts the HOMO-LUMO gap at 6.896 eV. As for the charge: 0.

```
117
C36H72O9, DFT ωB97M-V/def2-TZVPD
C -15.66846 2.51601 -3.51280
C -14.31115 2.58367 -3.02884
C -14.37212 2.02091 -1.63021
O -15.67298 2.20503 -1.17254
C -16.48330 2.74526 -2.25658
H -15.90502 1.46585 -3.68399
H -15.98111 3.20669 -4.29594
H -13.85273 3.56538 -3.14799
H -13.69547 1.95654 -3.67363
H -13.66455 2.20984 -0.82290
H -14.21808 0.95152 -1.77433
H -16.67147 3.80345 -2.07514
H -17.44199 2.22677 -2.24330
C -21.25765 8.52419 -1.81302
C -19.83440 8.00576 -1.83655
C -19.97477 6.65776 -2.57380
O -21.19771 6.73152 -3.29610
C -21.82014 7.95158 -3.04063
H -21.31166 9.60444 -1.67794
H -21.80424 8.16384 -0.94152
H -19.55202 7.99519 -0.78381
H -19.20866 8.72179 -2.36932
H -20.03722 5.94084 -1.75513
H -19.12754 6.51114 -3.24372
H -22.90339 7.83183 -3.02251
H -21.76754 8.54231 -3.95516
C -13.27186 7.44599 -2.13763
C -12.30069 7.77678 -3.28849
C -11.11240 6.86204 -3.15814
O -10.99663 6.56600 -1.77556
C -12.36961 6.51832 -1.23903
H -14.16618 6.87631 -2.39015
H -13.60668 8.28476 -1.52733
H -12.03013 8.83142 -3.23708
H -12.74339 7.63760 -4.27477
H -10.21053 7.35989 -3.51432
H -11.22942 5.93639 -3.72169
H -12.50978 7.08502 -0.31854
H -12.65452 5.46653 -1.26482
C -13.29285 7.13777 -6.98170
C -12.87788 8.54328 -6.54909
C -13.83024 8.79130 -5.31083
O -14.56548 7.61096 -5.23312
C -13.72518 6.61510 -5.61035
H -12.45147 6.57246 -7.38245
H -14.13152 7.20638 -7.67454
H -13.17706 9.19832 -7.36733
H -11.80175 8.64844 -6.41128
H -14.54933 9.59978 -5.44262
H -13.24943 8.95989 -4.40401
H -14.19214 5.63075 -5.64344
H -12.93109 6.49238 -4.87383
C -12.89842 3.44942 -5.52691
C -12.13226 4.38059 -4.64289
C -13.06461 5.05468 -3.65832
O -14.30460 4.71606 -4.20783
C -14.28705 3.95672 -5.40994
H -12.77728 2.44967 -5.10988
H -12.52549 3.41905 -6.55068
H -11.89873 5.18581 -5.33944
H -11.17166 4.00385 -4.29158
H -13.02145 6.13447 -3.51592
H -12.96246 4.54769 -2.69883
H -14.33947 4.65931 -6.24164
H -15.03849 3.16929 -5.35170
C -18.57765 2.66047 -4.85349
C -17.23968 3.29233 -4.93167
C -17.47015 4.29885 -6.08386
O -18.53274 3.72040 -6.87546
C -19.36614 2.91281 -6.15499
H -19.12926 2.96115 -3.96275
H -18.43129 1.59200 -4.69524
H -16.45322 2.57017 -5.15090
H -16.91419 3.71772 -3.98236
H -16.56291 4.48370 -6.65906
H -17.85274 5.24868 -5.71030
H -19.58457 1.97048 -6.65739
H -20.31271 3.40896 -5.94064
C -17.14812 10.88063 -5.81872
C -16.94851 9.57109 -5.04637
C -17.81839 9.82575 -3.79494
O -18.89866 10.67053 -4.30371
C -18.62549 11.28832 -5.58404
H -16.86777 10.65708 -6.84805
H -16.49534 11.69425 -5.50246
H -15.90296 9.38383 -4.80172
H -17.25615 8.68769 -5.60589
H -17.20555 10.42549 -3.12200
H -18.23083 9.03157 -3.17264
H -18.57589 12.37056 -5.46412
H -19.35620 10.92184 -6.30505
C -16.43029 4.89070 -0.42141
C -16.74494 5.77565 0.74287
C -16.08755 5.03913 1.85409
O -16.25939 3.65504 1.58490
C -16.49302 3.44513 0.15393
H -15.52294 5.15776 -0.96316
H -17.13701 4.98550 -1.24581
H -17.80515 5.81335 0.99314
H -16.33225 6.77912 0.63875
H -16.41240 5.22604 2.87763
H -15.00349 5.10419 1.76091
H -17.51729 3.12384 -0.03515
H -15.74076 2.91971 -0.43441
C -15.73874 5.93198 -4.03783
C -16.65208 5.24749 -3.06961
C -17.49967 6.36804 -2.56409
O -17.27105 7.44664 -3.48167
C -16.48907 7.05521 -4.54416
H -15.52810 5.22933 -4.84406
H -14.83525 6.15313 -3.46958
H -16.06232 4.56127 -2.46184
H -17.23059 4.53933 -3.66286
H -16.89919 6.68284 -1.71061
H -18.50017 6.11983 -2.20985
H -15.98155 8.00506 -4.71241
H -17.04412 6.80013 -5.44690
```

These are the Löwdin partial charges, in e, on atoms 1 to 99:
1. C -0.219
2. C -0.138
3. C -0.109
4. O -0.058
5. C -0.111
6. H 0.169
7. H -0.020
8. H 0.071
9. H 0.124
10. H 0.144
11. H 0.125
12. H 0.040
13. H 0.157
14. C -0.163
15. C -0.126
16. C -0.213
17. O -0.086
18. C -0.250
19. H 0.125
20. H 0.116
21. H 0.126
22. H 0.072
23. H 0.140
24. H 0.093
25. H 0.117
26. H 0.120
27. C -0.107
28. C -0.201
29. C -0.191
30. O -0.100
31. C -0.122
32. H 0.088
33. H 0.123
34. H 0.139
35. H 0.044
36. H 0.139
37. H 0.077
38. H 0.120
39. H 0.100
40. C -0.092
41. C -0.095
42. C -0.163
43. O -0.194
44. C -0.273
45. H 0.115
46. H 0.126
47. H 0.105
48. H 0.115
49. H 0.116
50. H 0.082
51. H 0.065
52. H 0.068
53. C -0.107
54. C -0.116
55. C -0.243
56. O -0.386
57. C -0.182
58. H 0.107
59. H 0.136
60. H 0.113
61. H 0.146
62. H 0.051
63. H 0.126
64. H 0.129
65. H 0.121
66. C -0.110
67. C -0.274
68. C -0.084
69. O -0.107
70. C -0.205
71. H 0.123
72. H 0.121
73. H 0.107
74. H 0.023
75. H 0.127
76. H 0.118
77. H 0.119
78. H 0.120
79. C -0.147
80. C -0.169
81. C -0.138
82. O -0.155
83. C -0.163
84. H 0.107
85. H 0.109
86. H 0.066
87. H 0.118
88. H 0.125
89. H 0.063
90. H 0.108
91. H 0.115
92. C -0.198
93. C -0.163
94. C -0.235
95. O -0.139
96. C -0.134
97. H 0.125
98. H 0.063
99. H 0.125

ORCA calculation (ωB97M-V/def2-TZVPD) on 4 unconnected molecules or ions with the total composition C38H56IN3O6.

The HOMO energy is -0.2997 Eh. As for the calculated total energy: -65167.701 eV. The calculation puts the HOMO-LUMO gap at 6.986 eV. As for the charge: 0.

```
104
C38H56IN3O6, DFT ωB97M-V/def2-TZVPD
C 2.56811 1.93968 0.00822
C 1.34376 2.12173 -0.87059
O 0.11089 1.80296 -0.18830
C -0.04465 0.53770 0.26110
C -0.03384 0.25210 1.56783
C 0.18167 1.36432 2.55002
I 1.67288 0.96313 4.04790
C -1.12786 1.88527 3.17945
C -2.21184 0.83763 3.42012
C -0.28074 -1.16034 1.97663
O -0.06753 -1.52278 3.11076
C -0.81257 -2.14793 0.97458
C -1.28265 -3.45234 1.54775
C -0.12774 -4.41251 1.87689
C 0.74662 -4.76256 0.66176
C 2.26691 -4.75049 0.92566
C 3.08096 -3.95953 -0.11631
C 4.39101 -4.63258 -0.54588
C 4.24574 -5.58032 -1.75469
C 5.04688 -5.12915 -2.97875
C 4.61996 -3.74946 -3.51138
C 3.65793 -3.83112 -4.70479
C 4.36313 -3.76822 -6.05675
O 5.20883 -2.63399 -6.15713
C 4.68007 -1.59125 -6.94498
C -0.82560 -1.83287 -0.32010
C -1.38102 -2.67350 -1.43556
C -2.79945 -2.18266 -1.79689
O -3.00397 -0.92336 -1.12822
C -4.07068 -0.81979 -0.31436
O -4.00144 -0.40191 0.80121
C -0.29593 -0.51684 -0.76870
O -0.06422 -0.29787 -1.93562
H 3.45976 1.92805 -0.62239
H 2.54159 0.99062 0.55010
H 2.67770 2.74786 0.73385
H 1.41300 1.53109 -1.78438
H 1.22281 3.16787 -1.15056
H 0.64481 2.16463 1.98633
H -1.51565 2.66153 2.51097
H -0.88679 2.38651 4.11945
H -3.01537 1.28304 4.01362
H -1.83494 -0.02705 3.96882
H -2.67344 0.49652 2.49122
H -1.83197 -3.24721 2.46981
H -1.97619 -3.92848 0.85024
H 0.48197 -3.95060 2.65558
H -0.56451 -5.31732 2.30716
H 0.54234 -4.04513 -0.14172
H 0.45551 -5.74137 0.26958
H 2.44816 -4.31923 1.91398
H 2.64235 -5.77773 0.95921
H 3.30116 -2.96064 0.27366
H 2.46136 -3.80665 -1.00805
H 4.81020 -5.18422 0.30149
H 5.12393 -3.85637 -0.78478
H 3.18860 -5.65472 -2.04039
H 4.56097 -6.59057 -1.48008
H 4.90737 -5.86865 -3.77656
H 6.11524 -5.14297 -2.74225
H 4.14500 -3.16960 -2.71496
H 5.49739 -3.17362 -3.81279
H 2.91195 -3.03097 -4.65877
H 3.10033 -4.77586 -4.66739
H 4.98528 -4.65697 -6.21067
H 3.61555 -3.75303 -6.85903
H 4.43620 -1.94084 -7.95592
H 5.44529 -0.81902 -7.01542
H 3.77879 -1.15343 -6.49633
H -0.72847 -2.56727 -2.30313
H -1.40232 -3.72818 -1.16417
H -2.90785 -2.03034 -2.87066
H -3.55245 -2.90591 -1.47401
H -5.02789 -1.10367 -0.78925
C -3.70504 4.81627 -0.81718
C -3.60044 3.39826 -0.79468
C -4.54580 2.93396 0.08155
N -5.21240 4.01487 0.58882
C -4.70805 5.16558 0.04735
H -3.11274 5.50857 -1.39224
H -2.90777 2.78810 -1.35179
H -4.78185 1.93086 0.39207
H -5.95510 3.97108 1.26179
H -5.09714 6.13037 0.32384
C -1.29720 9.42179 -2.01850
C -0.78737 8.89634 -0.79924
C -0.62864 7.54735 -0.97075
N -1.02050 7.23959 -2.24483
C -1.43094 8.37440 -2.88998
H -1.53923 10.45003 -2.22922
H -0.56605 9.44596 0.10028
H -0.27728 6.78486 -0.29694
H -1.01399 6.31884 -2.64367
H -1.78241 8.34082 -3.90683
C -3.55886 3.12015 8.72169
C -4.64056 2.74668 7.87781
C -4.10147 2.24264 6.72426
N -2.73950 2.29822 6.83942
C -2.39980 2.82974 8.05225
H -3.62518 3.55106 9.70668
H -5.69167 2.83698 8.09493
H -4.56668 1.84843 5.83658
H -2.08787 1.99157 6.13911
H -1.36884 2.95534 8.33516
```

These are the Löwdin partial charges, in e, on atoms 1 to 99:
1. C -0.060
2. C -0.196
3. O -0.046
4. C -0.164
5. C -0.129
6. C -0.647
7. I 0.879
8. C -0.272
9. C -0.085
10. C -0.291
11. O 0.048
12. C -0.078
13. C -0.125
14. C -0.169
15. C -0.186
16. C -0.183
17. C -0.212
18. C -0.212
19. C -0.208
20. C -0.212
21. C -0.193
22. C -0.181
23. C -0.237
24. O -0.200
25. C -0.115
26. C -0.109
27. C -0.089
28. C -0.119
29. O -0.049
30. C -0.325
31. O 0.094
32. C -0.241
33. O 0.139
34. H 0.084
35. H 0.072
36. H 0.079
37. H 0.109
38. H 0.123
39. H 0.053
40. H 0.118
41. H 0.066
42. H 0.058
43. H 0.077
44. H 0.055
45. H 0.127
46. H 0.115
47. H 0.101
48. H 0.114
49. H 0.077
50. H 0.113
51. H 0.107
52. H 0.108
53. H 0.109
54. H 0.095
55. H 0.107
56. H 0.104
57. H 0.109
58. H 0.104
59. H 0.106
60. H 0.110
61. H 0.098
62. H 0.108
63. H 0.108
64. H 0.113
65. H 0.124
66. H 0.116
67. H 0.085
68. H 0.087
69. H 0.088
70. H 0.121
71. H 0.109
72. H 0.129
73. H 0.125
74. H 0.157
75. C -0.109
76. C -0.104
77. C -0.138
78. N 0.005
79. C -0.137
80. H 0.071
81. H 0.088
82. H 0.086
83. H 0.143
84. H 0.107
85. C -0.114
86. C -0.112
87. C -0.148
88. N -0.006
89. C -0.144
90. H 0.088
91. H 0.089
92. H 0.105
93. H 0.137
94. H 0.104
95. C -0.115
96. C -0.115
97. C -0.146
98. N 0.009
99. C -0.139

ORCA calculation (ωB97M-V/def2-TZVPD) on 2 unconnected molecules or ions with the total composition C3H13N3O.

The HOMO energy is -0.3161 Eh. As for the calculated total energy: -9837.144 eV. The calculation puts the HOMO-LUMO gap at 9.385 eV. As for the charge: 0.

```
20
C3H13N3O, DFT ωB97M-V/def2-TZVPD
N -3.25084 0.27719 -0.03274
C -2.39872 -0.04903 1.07649
C -0.84799 0.47357 0.89841
N -0.16258 -0.24694 -0.24685
C 0.88841 0.77271 -0.78817
N 1.89877 0.27919 -1.82347
H -2.96067 1.10432 -0.60054
H -4.32633 0.34341 0.17218
H -2.23849 -1.19734 1.12760
H -2.80895 0.31373 2.03738
H -0.73295 1.61023 0.83332
H -0.53696 -0.06974 1.86707
H -0.96938 -0.34258 -0.86713
H 1.42342 1.36274 -0.15283
H 0.17461 1.48760 -1.25470
H 2.86014 0.06009 -1.48803
H 1.64531 -0.57067 -2.31306
O 3.89817 -1.56170 0.38861
H 4.67632 -1.62431 1.10520
H 3.76871 -2.42248 0.06126
```

The computed Löwdin charges, all in e, follow:
1. N -0.078
2. C -0.316
3. C -0.232
4. N -0.075
5. C -0.246
6. N -0.008
7. H 0.074
8. H 0.113
9. H 0.118
10. H 0.093
11. H 0.114
12. H 0.111
13. H 0.069
14. H 0.065
15. H 0.097
16. H 0.050
17. H 0.043
18. O -0.097
19. H 0.116
20. H -0.011

ORCA calculation (ωB97M-V/def2-TZVPD) on a molecular structure, C8H12N4.

The HOMO energy is -0.3127 Eh. As for the calculated total energy: -14441.406 eV. The calculation puts the HOMO-LUMO gap at 8.607 eV. As for the charge: 0.

```
24
C8H12N4, DFT ωB97M-V/def2-TZVPD
C 28.59896 -25.75436 15.74613
C 27.26633 -25.30318 15.18596
N 26.23956 -24.93020 14.72582
H 29.42244 -25.23421 15.25682
H 28.80300 -26.78992 15.47394
H 28.68120 -25.58983 16.82049
C 20.47378 -24.38981 14.68272
C 20.31461 -23.27781 15.67451
N 20.20023 -22.49781 16.44878
H 19.53499 -24.71324 14.23309
H 21.05247 -25.22684 15.07338
H 21.15555 -24.01657 13.91853
C 22.11260 -23.71406 10.92423
C 22.46167 -25.11589 11.24052
N 22.70974 -26.20549 11.48537
H 21.02561 -23.66291 10.98688
H 22.54536 -23.38308 9.98015
H 22.51008 -23.16403 11.77721
C 24.90969 -24.31933 13.83908
C 23.51808 -23.85149 13.61732
N 22.42511 -23.52402 13.44249
H 24.96544 -25.20934 14.46587
H 25.63411 -23.56625 14.14922
H 25.26423 -24.64325 12.86057
```

The computed Löwdin charges, all in e, follow:
1. C -0.030
2. C -0.001
3. N 0.001
4. H 0.080
5. H 0.081
6. H 0.083
7. C -0.093
8. C -0.290
9. N 0.109
10. H 0.075
11. H 0.080
12. H -0.061
13. C -0.078
14. C -0.304
15. N 0.129
16. H 0.089
17. H 0.082
18. H 0.019
19. C -0.218
20. C -0.111
21. N 0.071
22. H 0.056
23. H 0.108
24. H 0.123

ORCA calculation (ωB97M-V/def2-TZVPD) on a single C9H15NO6S2 molecule.

The HOMO energy is -0.3979 Eh. As for the calculated total energy: -45018.582 eV. The calculation puts the HOMO-LUMO gap at 10.374 eV. As for the charge: 0.

```
33
C9H15NO6S2, DFT ωB97M-V/def2-TZVPD
O -2.22258 0.43058 0.72555
N -1.85819 -0.54116 0.10926
O -2.58103 -1.37371 -0.38010
C -0.40372 -0.70630 -0.11424
C 0.35124 -0.36681 1.17752
C 1.86913 -0.56162 1.03761
C 2.46993 -0.34204 2.40721
S 1.32244 -1.27460 3.48150
O 1.78560 -2.62413 3.62717
O 1.02165 -0.53308 4.66967
C -0.10335 -1.25810 2.32429
C -0.01615 0.16763 -1.33530
C -0.84731 -0.22376 -2.59122
C -1.85526 0.85722 -2.91227
S -0.83448 2.33081 -2.62415
O 0.20966 2.38609 -3.60636
O -1.60009 3.51643 -2.38484
C -0.15592 1.65846 -1.06526
H -0.25175 -1.75829 -0.37843
H 0.15273 0.67621 1.44058
H 2.29049 0.13031 0.30880
H 2.07716 -1.58390 0.71506
H 3.46692 -0.75198 2.51907
H 2.44023 0.69600 2.72304
H -0.96810 -0.87842 2.85778
H -0.26101 -2.29001 2.02129
H 1.02894 -0.06405 -1.55290
H -0.16915 -0.30610 -3.44122
H -1.33450 -1.18993 -2.44936
H -2.69481 0.90486 -2.22562
H -2.20569 0.82486 -3.93700
H 0.78099 2.15231 -0.83433
H -0.90401 1.89619 -0.31282
```

The computed Löwdin charges, all in e, follow:
1. O 0.100
2. N -0.369
3. O 0.107
4. C -0.168
5. C -0.307
6. C -0.182
7. C -0.195
8. S 0.681
9. O -0.311
10. O -0.309
11. C -0.154
12. C -0.264
13. C -0.180
14. C -0.195
15. S 0.674
16. O -0.300
17. O -0.305
18. C -0.166
19. H 0.172
20. H 0.152
21. H 0.121
22. H 0.136
23. H 0.109
24. H 0.109
25. H 0.113
26. H 0.116
27. H 0.145
28. H 0.121
29. H 0.115
30. H 0.106
31. H 0.114
32. H 0.116
33. H 0.097

ORCA calculation (ωB97M-V/def2-TZVPD) on a single C3H4Br2 molecule.

The HOMO energy is -0.3559 Eh. As for the calculated total energy: -143259.421 eV. The calculation puts the HOMO-LUMO gap at 10.480 eV. As for the charge: 0.

```
9
C3H4Br2, DFT ωB97M-V/def2-TZVPD
C 0.67029 0.33206 -1.08343
C 0.67836 -0.68886 -0.25557
Br 2.03198 -1.97308 -0.07614
C -0.73692 -0.95134 0.79437
Br -2.12097 -1.82219 -0.20637
H 1.48528 0.53096 -1.76046
H -0.17023 1.00295 -1.12433
H -0.40897 -1.59192 1.60668
H -1.06736 0.02493 1.12169
```

The computed Löwdin charges, all in e, follow:
1. C -0.078
2. C -0.807
3. Br 0.708
4. C -0.606
5. Br 0.605
6. H 0.058
7. H 0.065
8. H 0.021
9. H 0.034